# 1
This record from the Open Molecules 2025 dataset describes C15H22N2O4S in the gas phase. The level of theory is ωB97M-V with the def2-TZVPD basis set.

Computed properties:
SMILES	CCN(CC)C(=S)NC(=O)c1cc(OC)c(OC)c(OC)c1
energy above the lowest of the compared OMol25 structures with the same formula, charge and spin	2.374	eV
E_HOMO	-0.299	Eh
Kohn-Sham gap	8.70	eV
LUMO energy	0.0210	hartree

ORCA input file:
```
! wB97M-V def2-TZVPD RIJCOSX def2/J DEFGRID3
* xyz 0 1
C -0.677 0.157 -0.076
H 1.107 -1.342 0.724
H 6.505 0.064 -1.584
H -5.682 0.858 -1.090
C -1.198 -1.133 -0.016
H 5.125 1.159 -1.762
H -1.735 -3.737 0.938
H -5.837 1.123 0.664
H -1.788 -3.763 -0.849
H 4.894 -0.586 -1.893
C -3.451 -0.211 0.032
H 2.450 1.523 1.478
H -6.706 -0.224 -0.114
C 0.774 0.453 -0.156
H -3.093 -4.521 0.095
C -2.915 1.085 -0.034
C -5.790 0.366 -0.121
H -1.095 2.226 -0.166
H 3.082 2.756 -0.579
C 3.489 1.557 1.154
H -2.713 3.559 -1.099
C -2.391 -3.689 0.062
H -4.131 4.102 -0.168
H -0.550 -1.994 -0.065
C 3.717 2.800 0.300
O 1.213 1.441 -0.705
C -1.538 1.246 -0.101
C -3.263 3.444 -0.161
N 3.804 0.324 0.458
C -2.569 -1.317 0.029
O -4.758 -0.566 0.108
H 5.483 -0.899 0.474
H 4.124 1.601 2.049
H 5.797 0.841 0.658
H 3.454 3.682 0.878
O -3.785 2.145 -0.020
C 5.199 0.100 0.125
S 3.392 -2.226 -0.095
H -2.614 3.712 0.678
H 4.756 2.884 -0.005
C 2.943 -0.680 0.288
C 5.446 0.195 -1.377
N 1.573 -0.476 0.482
O -3.185 -2.528 0.069
*
```



# 2
This record from the Open Molecules 2025 dataset describes a molecular structure, C15H22N2OPSc at a distorted geometry. The level of theory is ωB97M-V with the def2-TZVPD basis set.

Computed properties:
energy above the lowest of the compared OMol25 structures with the same formula, charge and spin	0.000	eV
E_HOMO (spin up / spin down)	-0.174 / -0.222	Eh
Kohn-Sham gap (spin up / spin down)	4.61 / 5.99	eV
LUMO energy (spin up / spin down)	-0.0044 / -0.0016	hartree

ORCA input file:
```
! wB97M-V def2-TZVPD RIJCOSX def2/J DEFGRID3
* xyz 0 1
C -0.317 -0.844 5.620
H -0.637 3.276 -0.814
H -0.997 -0.839 3.048
N -0.430 -0.227 6.836
H 0.688 0.886 9.141
C -2.589 -1.221 7.658
P -0.021 -2.563 0.389
C -1.220 1.324 -1.764
H 1.915 0.746 7.861
C -0.057 -0.315 3.239
H -0.994 1.665 7.512
C 0.460 -0.167 4.518
H -2.707 -1.878 6.793
H -2.306 1.392 -1.835
H 1.279 2.340 8.310
H 3.345 1.432 3.669
H 2.322 1.121 1.397
C -1.118 -0.955 7.907
H -0.794 -0.711 -2.673
C 0.979 0.504 -1.830
N 0.624 0.152 2.151
H 1.095 -3.327 -0.074
H -0.122 -3.126 1.700
H 2.143 0.512 5.688
H 1.909 2.372 -1.061
H -0.603 -1.918 8.033
C 1.828 0.769 2.309
C -0.461 0.185 -2.137
Sc -0.127 -0.010 0.224
C 1.016 1.286 8.177
C 1.003 1.836 -1.344
C -0.083 1.175 7.134
C 1.711 0.439 4.692
O -0.810 -1.954 5.415
C 2.384 0.927 3.574
H -1.060 -3.332 -0.228
H -3.137 -0.289 7.492
C -0.335 2.324 -1.255
H 0.210 1.682 6.209
H 1.828 -0.123 -2.130
H -3.009 -1.719 8.537
H -0.980 -0.352 8.806
*
```